76
Properties=species:S:1:pos:R:3 method="wB97M-V/def2-TZVPD" multiplicity=2 homo_lumo_gap_ev="8.4 / 5.5" total_charge=-1 fmax_ev_per_a=7.45
Cd -2.75 0.26 -0.39
Cd 0.13 -3.14 -0.52
Cl 5.26 -1.58 2.38
Cl 4.63 0.95 -0.34
Cl 4.94 -0.89 -2.52
Cl -1.84 -3.91 4.28
Cl 3.33 -3.52 3.19
Cl -3.75 -1.97 3.44
S 0.21 -0.70 0.42
S 2.17 -4.18 -1.90
S -2.97 -2.21 -1.20
F 0.56 0.80 -3.44
F 1.90 3.09 3.27
O -2.26 1.89 -1.48
O 2.94 -3.71 -2.99
O -2.42 3.78 -2.78
O 2.89 -5.42 -1.79
O 0.75 -4.27 -2.30
O 1.31 -1.30 -5.41
O 1.28 0.04 0.99
O 4.44 1.65 3.85
O -1.75 -2.90 -1.05
O 0.07 -1.97 1.07
O -4.01 -2.98 -1.91
O 5.89 3.31 3.66
O 0.10 -0.71 -7.29
O -0.59 3.38 -1.84
O 0.53 -1.22 -0.87
O -4.59 1.45 3.35
O -2.72 -0.95 -1.89
O -2.42 1.65 3.69
O -3.42 -1.60 0.02
O -1.07 0.03 0.40
O 2.08 -3.38 -0.70
O 4.03 3.18 2.35
O -0.45 -0.06 -5.21
O -3.20 1.26 1.50
C -5.72 1.11 2.62
C 3.73 -2.32 1.88
C 4.87 2.74 3.30
C 0.28 2.77 -0.87
C -1.83 2.95 -1.99
C -1.08 1.39 3.38
C 0.37 -0.63 -6.07
C 3.22 1.24 3.17
C 2.82 2.47 2.52
C -3.42 1.46 2.70
C 0.01 -0.28 -3.91
C 3.95 -0.47 -1.14
C 0.95 -1.42 -4.09
C -3.80 3.72 -3.19
C -2.24 -2.76 3.02
H -4.14 4.55 -3.81
H 3.61 0.55 2.43
H 2.98 -1.53 1.82
H -2.26 -3.25 2.05
H -0.91 0.32 3.36
H 0.43 -2.38 -3.96
H -5.68 1.73 1.73
H -1.43 -2.03 3.06
H -0.15 2.76 0.14
H -0.84 -0.52 -3.27
H 1.71 -1.45 -3.32
H -5.60 0.05 2.37
H 2.94 -0.16 -1.40
H 3.89 -2.81 0.92
H -4.56 3.75 -2.41
H 1.23 3.29 -0.85
H -6.66 1.06 3.18
H -0.72 1.93 2.50
H 2.51 0.76 3.84
H 3.85 -1.39 -0.55
H 2.36 2.34 1.54
H 0.52 1.74 -1.12
H -3.95 2.88 -3.87
H -0.46 1.70 4.22


97
Properties=species:S:1:pos:R:3 method="wB97M-V/def2-TZVPD" multiplicity=1 homo_lumo_gap_ev=8.4 smiles="CCOCCOCCOCP(C)[C@H](C)F.O=S1(=O)CCCC1.O=S1(=O)CCCC1.O=S1(=O)CCCC1.O=S1(=O)CCCC1" total_charge=0 fmax_ev_per_a=1.06
S 1.10 5.51 -1.75
S 7.32 6.39 -0.85
S -7.10 -4.52 0.83
S -3.03 -1.21 -2.37
P 1.72 0.41 -1.89
F 2.83 1.68 0.11
O 0.81 4.62 -2.85
O -1.51 -4.30 0.46
O -7.71 -4.60 -0.48
O 6.51 7.45 -1.39
O 0.63 -1.75 -0.56
O -6.44 -3.32 1.27
O 6.74 5.32 -0.10
O -2.91 -2.29 -3.31
O 0.13 5.73 -0.70
O -2.14 -0.08 -2.43
O -2.53 -5.32 3.83
C -2.40 -4.47 2.71
C 0.44 1.85 0.15
C 9.96 6.78 -0.66
C 1.66 7.08 -2.41
C -1.45 -3.88 5.50
C 2.67 5.03 -1.02
C 9.60 6.61 -2.14
C -3.06 -1.89 -0.71
C -5.42 -1.50 -1.33
C -0.41 -3.44 0.70
C 8.66 7.14 0.09
C -8.30 -5.01 2.08
C 8.34 5.73 -2.17
C 1.64 0.95 -0.10
C -6.00 -5.91 1.06
C -7.81 -6.35 2.64
C -4.72 -0.63 -2.38
C -6.28 -6.38 2.48
C -1.47 -5.21 4.75
C 0.27 -3.11 -0.62
C 0.84 -1.21 -1.88
C -1.82 -5.19 1.49
C 3.49 -0.04 -2.07
C 3.70 5.82 -1.81
C -4.45 -1.58 -0.14
C 3.13 7.23 -1.97
H 7.79 5.78 -3.10
H 2.78 3.95 -1.10
H -4.97 -5.59 0.91
H 8.64 6.75 1.10
H -0.15 -1.07 -2.30
H 10.36 5.85 -0.27
H -1.62 -6.02 5.47
H -4.75 -2.33 0.58
H -5.82 -5.70 3.20
H -8.31 -4.23 2.84
H 8.57 4.70 -1.91
H -8.25 -7.17 2.07
H -1.06 -4.00 6.51
H 1.56 7.03 -3.49
H -5.60 -2.50 -1.73
H -5.87 -7.38 2.66
H -2.44 -3.43 5.50
H 9.38 7.58 -2.59
H 4.66 5.84 -1.31
H -6.38 -1.07 -1.04
H 8.49 8.22 0.10
H 0.80 2.82 0.47
H -6.27 -6.67 0.33
H -1.84 -3.56 2.91
H 4.06 0.85 -2.29
H -2.88 -2.97 -0.79
H -0.42 -3.30 -1.45
H -0.99 -5.85 1.76
H -0.79 -3.17 4.99
H -4.71 0.42 -2.09
H 10.41 6.15 -2.70
H 3.59 -0.72 -2.92
H -5.13 -0.74 -3.38
H 1.66 0.09 0.57
H 3.69 7.82 -2.69
H 1.17 -3.71 -0.77
H -0.21 1.45 0.93
H -3.41 -4.16 2.42
H 10.71 7.55 -0.52
H -8.11 -6.48 3.68
H -2.61 -5.84 1.10
H -0.16 1.98 -0.75
H 3.84 5.36 -2.79
H 2.65 5.33 0.03
H -9.28 -5.08 1.62
H 1.02 7.87 -2.02
H 1.41 -1.93 -2.48
H -2.25 -1.43 -0.14
H 3.17 7.75 -1.01
H 0.29 -3.86 1.42
H -4.42 -0.62 0.38
H -0.77 -2.49 1.10
H 3.92 -0.51 -1.18
H -0.50 -5.41 4.28


90
Properties=species:S:1:pos:R:3 method="wB97M-V/def2-TZVPD" multiplicity=1 homo_lumo_gap_ev=7.3 smiles="COB(O)C1=C(CCO[Si](C)(C)C)C(=O)C(I)=C(P(O)O)C1=O.COCCNCCOC.COCCNCCOC" total_charge=0 fmax_ev_per_a=1.25
I 4.05 -6.33 -3.73
P 0.84 -5.91 -4.92
Si 4.69 -4.02 2.18
O -4.32 4.05 -0.63
O -0.57 3.53 1.08
O -0.79 -6.05 -4.85
O 1.07 -4.60 -5.90
O 4.33 -5.28 1.14
O -1.59 -3.80 0.37
O 1.33 -0.43 -0.06
O -1.51 -6.16 0.12
O 3.68 -3.97 -1.24
O -0.58 -3.73 -2.88
O -5.38 8.45 -0.49
N -3.82 6.54 1.17
N 1.10 2.28 -1.25
C 0.27 -1.03 -0.78
C -5.16 4.96 -1.33
C 0.39 -4.80 -0.94
C 6.56 -3.80 2.09
C 2.47 -5.33 -2.76
C -4.22 8.79 0.27
C 1.62 -4.95 -0.43
C 2.72 -4.69 -1.42
C 3.95 -2.43 1.51
C -0.53 2.21 1.58
C 1.84 -5.32 1.01
C 1.25 -5.21 -3.27
C 0.66 4.02 0.57
C 4.21 -4.34 3.96
C -2.36 -6.26 1.26
C -3.27 7.61 0.34
C -6.57 8.41 0.27
C -3.05 4.56 -0.24
C 0.25 -4.48 -2.42
C -3.06 5.29 1.10
C 2.31 1.68 -0.68
C 0.90 3.68 -0.90
C 2.31 0.18 -0.87
C 3.16 -6.02 1.35
B -0.96 -4.95 -0.13
H 0.65 -1.75 -1.51
H -1.87 -5.87 2.14
H 2.89 -2.49 1.26
H -3.08 7.28 -0.68
H 3.28 -0.20 -0.55
H -0.37 -1.57 -0.08
H 1.76 4.25 -1.26
H 4.66 -3.53 4.54
H 2.40 1.88 0.39
H -5.81 5.51 -0.65
H -4.58 5.67 -1.93
H -2.04 -3.43 -0.40
H -4.77 6.36 0.88
H 1.06 -6.02 1.32
H 3.08 -6.35 2.39
H -2.41 3.69 -0.13
H -2.62 -7.30 1.41
H 4.09 -1.61 2.21
H -1.27 2.13 2.37
H 4.47 -2.20 0.58
H -5.79 4.38 -1.99
H -3.72 9.61 -0.25
H -0.34 -0.27 -1.28
H 4.61 -5.26 4.37
H 1.68 -4.43 1.61
H 2.18 -0.08 -1.93
H 3.18 2.12 -1.18
H -2.62 5.17 -1.05
H -2.32 7.95 0.78
H -4.49 9.14 1.27
H -3.50 4.61 1.84
H 0.45 1.96 2.00
H 1.49 3.72 1.21
H -0.80 1.48 0.81
H -1.06 -6.43 -5.69
H 6.90 -3.48 3.07
H -7.39 8.26 -0.43
H -2.04 5.48 1.42
H 3.14 -4.25 4.14
H -6.73 9.35 0.80
H -6.56 7.58 0.99
H 1.34 -3.86 -5.36
H 7.01 -4.76 1.86
H 0.03 4.03 -1.47
H 0.59 5.11 0.64
H 3.20 -6.94 0.77
H 6.80 -3.06 1.33
H -3.29 -5.73 1.11
H 0.30 1.75 -0.92


16
Properties=species:S:1:pos:R:3 method="wB97M-V/def2-TZVPD" multiplicity=1 homo_lumo_gap_ev=10.0 e_above_lowest_kj_mol=602.57 smiles="C=NCC[N+]1=CC1" total_charge=+1 fmax_ev_per_a=5.07
N -1.53 0.18 -0.42
N 0.85 -0.72 -0.19
C 1.63 -1.49 0.47
C -1.40 -1.06 -0.76
C -1.84 -0.76 0.57
C 0.91 0.66 -0.24
C -0.60 1.27 -0.28
H -0.95 1.83 0.60
H -1.15 -2.01 -1.47
H -1.18 -1.00 1.36
H 1.45 1.12 -1.20
H 2.32 -1.05 1.05
H -0.68 1.97 -1.13
H 1.52 1.26 0.51
H -2.87 -0.97 0.91
H 1.32 -2.59 0.60


12
Properties=species:S:1:pos:R:3 method="wB97M-V/def2-TZVPD" multiplicity=1 homo_lumo_gap_ev=10.4 e_above_lowest_kj_mol=410.14 total_charge=0 fmax_ev_per_a=3.34
O 1.61 0.40 0.43
N -1.39 -0.60 -0.69
N 1.43 -2.01 0.38
C 1.05 -0.84 0.16
C -0.24 -0.25 -0.33
C 0.44 1.04 -0.10
H 2.33 -1.97 0.86
H 0.26 2.00 0.40
H -1.43 -1.61 -0.80
H 0.50 1.04 -1.28
H -2.31 1.06 0.34
H -2.24 1.74 0.65


45
Properties=species:S:1:pos:R:3 method="wB97M-V/def2-TZVPD" multiplicity=1 homo_lumo_gap_ev=9.4 e_above_lowest_kj_mol=104.02 smiles="O=C(CSc1nnc(CNC(=O)c2ccccc2F)o1)NC1CCCC1" total_charge=0 fmax_ev_per_a=1.58
S -1.40 -2.75 1.37
F 2.89 1.01 1.04
O 0.43 -1.91 -0.36
O -4.29 -1.11 2.60
O 4.06 -2.10 -1.39
N -0.76 -1.01 -1.97
N -3.72 -0.45 0.51
N 2.66 -0.35 -1.34
N -1.61 -1.48 -1.04
C 4.18 0.60 1.03
C -3.80 -1.33 1.51
C -4.12 0.94 0.63
C -0.89 -2.01 -0.09
C 1.72 -0.95 -2.24
C 6.82 -0.19 1.09
C -4.81 1.39 -0.66
C 4.61 -0.35 0.10
C -3.66 1.85 -1.55
C -2.88 1.85 0.75
C 0.44 -1.28 -1.56
C 6.36 0.75 2.00
C -3.21 -2.70 1.15
C 5.95 -0.74 0.17
C -2.77 2.62 -0.58
C 5.03 1.15 1.97
C 3.76 -1.02 -0.92
H 2.19 -1.88 -2.60
H 7.02 1.18 2.73
H -2.97 2.53 1.59
H -3.59 -3.44 1.86
H -4.00 2.46 -2.38
H 7.85 -0.51 1.12
H -3.13 0.98 -1.95
H -4.76 1.00 1.51
H -1.74 2.69 -0.93
H -1.99 1.24 0.92
H 4.64 1.87 2.67
H 1.50 -0.30 -3.09
H -3.16 3.63 -0.46
H -5.40 0.58 -1.10
H -3.43 -2.99 0.13
H 6.28 -1.49 -0.54
H -3.21 -0.70 -0.33
H 2.39 0.53 -0.91
H -5.48 2.23 -0.44


15
Properties=species:S:1:pos:R:3 method="wB97M-V/def2-TZVPD" multiplicity=1 homo_lumo_gap_ev=10.4 e_above_lowest_kj_mol=362.41 total_charge=0 fmax_ev_per_a=3.85
O 2.72 -1.04 0.30
N 1.61 -0.22 -1.52
N -0.39 0.71 0.16
C 0.52 -0.22 0.68
C 1.74 -0.49 -0.18
C -1.42 0.15 -0.62
C -1.74 0.84 0.68
H 1.00 0.52 -1.83
H -2.04 1.88 0.83
H -1.64 0.50 -1.64
H -2.09 0.16 1.45
H 2.43 -0.41 -2.08
H 0.82 0.04 1.71
H -1.24 -1.09 -0.37
H -0.26 -1.39 0.44


18
Properties=species:S:1:pos:R:3 method="wB97M-V/def2-TZVPD" multiplicity=1 homo_lumo_gap_ev=9.6 e_above_lowest_kj_mol=101.09 smiles="C=CC.CSC" total_charge=0 fmax_ev_per_a=1.48
S 0.73 -0.02 -1.29
C 1.41 -1.34 -2.33
C 0.80 -0.03 2.77
C -0.82 0.25 -2.26
C -0.51 0.09 2.55
C -1.08 1.27 1.83
H -0.41 2.13 1.95
H -1.15 1.10 0.75
H -2.04 1.58 2.23
H 1.24 -0.89 3.24
H -1.12 -0.71 2.96
H 1.48 0.76 2.47
H 0.67 -2.01 -2.77
H -0.54 0.65 -3.22
H -1.49 0.82 -1.63
H 2.04 -2.00 -1.73
H 2.03 -0.91 -3.11
H -1.22 -0.75 -2.41


36
Properties=species:S:1:pos:R:3 method="wB97M-V/def2-TZVPD" multiplicity=1 homo_lumo_gap_ev=10.4 e_above_lowest_kj_mol=0.00 smiles=ClC(Cl)(Cl)Cl.ClC(Cl)(Cl)Cl.ClCCCl.ClCCCl.OCCO total_charge=0 fmax_ev_per_a=1.62
Cl 3.47 6.30 -1.44
Cl -4.86 -9.53 1.14
Cl -3.04 -7.42 0.15
Cl 3.60 6.13 1.37
Cl 2.14 -1.90 -1.81
Cl 5.94 5.37 -0.19
Cl -4.31 -9.19 -1.68
Cl -2.27 0.78 -6.16
Cl -1.39 3.25 -4.31
Cl 3.61 3.64 -0.07
Cl 0.03 -2.62 1.94
Cl -2.24 -10.22 -0.09
O -1.82 3.25 4.34
O -0.35 1.78 2.56
C -0.62 0.98 -5.43
C 4.16 5.33 -0.09
C -0.38 3.18 4.44
C 0.12 1.89 3.87
C -3.63 -9.08 -0.08
C 0.34 -2.34 0.21
C -0.73 1.66 -4.05
C 1.79 -1.98 -0.04
H -0.06 1.56 -6.17
H -0.24 -1.49 -0.14
H -1.30 1.09 -3.31
H -0.21 1.07 4.52
H 2.02 -1.00 0.39
H -0.01 4.01 3.85
H 0.25 1.82 -3.60
H 0.04 -3.24 -0.33
H -2.15 3.16 3.44
H 0.03 3.25 5.45
H 2.46 -2.76 0.30
H -1.29 1.58 2.60
H 1.20 1.74 3.87
H -0.28 -0.05 -5.47


54
Properties=species:S:1:pos:R:3 method="wB97M-V/def2-TZVPD" multiplicity=1 homo_lumo_gap_ev=3.2 e_above_lowest_kj_mol=207.37 total_charge=0 fmax_ev_per_a=6.98
Tl -0.41 0.25 0.63
As 2.01 -2.10 -2.55
As -4.85 -0.53 1.58
As -0.70 -2.28 4.53
F -4.46 -2.26 1.46
F -3.19 -0.11 1.06
F -0.69 -1.35 2.94
F -1.50 -0.91 5.47
F -5.33 1.23 1.57
F -5.33 -0.66 -0.20
F 0.57 -2.20 -3.65
F 3.09 -2.96 -3.75
F 1.01 -1.34 -1.25
F 1.01 -1.75 4.96
F 3.44 -1.87 -1.44
F -0.74 -3.29 5.95
F -6.45 -1.02 2.14
F 2.49 -0.55 -3.39
F -4.33 -0.57 3.30
F -2.38 -2.94 4.07
F 0.00 -3.72 3.61
F 1.60 -3.68 -1.78
O 0.15 1.71 -1.83
O 1.18 1.03 2.89
O -1.85 -0.53 -1.86
O 2.31 1.21 0.16
N 1.68 1.02 5.02
N -0.16 3.24 -3.43
N 2.36 2.69 3.77
N -2.25 -1.24 -3.93
N 3.93 2.50 -0.49
N 0.77 1.39 -3.91
N -3.86 -1.26 -2.63
N 4.02 0.57 -1.22
C 1.75 1.54 3.82
C 0.14 2.03 -3.01
C -2.61 -0.95 -2.75
C 3.32 1.35 -0.49
H -2.90 -1.44 -4.68
H 4.79 2.51 -1.02
H -4.32 -1.04 -1.77
H 0.64 1.65 -4.88
H 3.68 -0.38 -1.32
H 2.65 3.20 4.59
H 1.38 0.05 5.00
H 2.14 1.47 5.80
H 3.46 3.30 -0.09
H -4.15 -2.04 -3.21
H -0.19 3.92 -2.68
H 4.78 1.00 -1.73
H 1.35 0.61 -3.65
H -1.31 -0.96 -4.16
H -0.16 3.40 -4.43
H 2.44 3.10 2.85